No. 1
Entry from the OMol25 dataset: a 7-piece molecular cluster, C10H35N7O7 overall (ωB97M-V/def2-TZVPD).

Structure (SMILES)   COC[C@H](C)N.NC(N)=O.NC(N)=O.NC(N)=O.CO.CO.CO
Net charge   0

Each line ends with the Mulliken charge.
Geometry (Å):
C (0.89, 1.53, 0.68)  -0.475
O (0.55, 0.58, 1.66)  -0.553
H (1.96, 1.53, 0.43)  0.184
H (0.34, 1.30, -0.24)  0.065
H (0.74, 2.57, 0.98)  0.383
H (-0.17, 0.99, 2.21)  0.428
C (4.94, 1.44, -3.44)  -0.610
O (3.89, 1.82, -2.57)  -0.523
H (5.77, 0.95, -2.92)  0.232
H (4.65, 0.73, -4.21)  0.275
H (5.43, 2.27, -3.96)  0.322
H (4.17, 2.59, -2.06)  0.254
C (5.06, -0.87, -0.89)  -0.577
O (6.41, -0.46, -0.78)  -0.553
H (4.81, -1.64, -0.17)  0.367
H (4.38, -0.02, -0.85)  0.186
H (4.91, -1.34, -1.86)  0.290
H (6.57, -0.20, 0.13)  0.307
C (-2.50, 0.98, 3.80)  0.551
O (-1.46, 1.45, 3.30)  -0.745
N (-2.82, 1.22, 5.13)  -0.421
N (-3.34, 0.08, 3.18)  -0.263
H (-3.71, 0.91, 5.46)  0.142
H (-2.26, 1.79, 5.72)  0.236
H (-3.15, -0.25, 2.23)  0.331
H (-4.10, -0.31, 3.70)  0.174
C (1.44, -3.21, 0.94)  0.696
O (1.67, -2.86, -0.21)  -0.627
N (0.81, -2.41, 1.88)  -0.254
N (1.76, -4.50, 1.37)  -0.457
H (0.66, -1.46, 1.56)  0.163
H (0.65, -2.79, 2.78)  0.151
H (1.69, -4.67, 2.35)  0.154
H (2.36, -5.03, 0.77)  0.257
C (0.61, -0.26, -3.25)  0.521
O (-0.36, -0.74, -3.80)  -0.646
N (1.20, -0.85, -2.14)  -0.142
N (1.35, 0.83, -3.71)  -0.309
H (0.74, -1.64, -1.75)  0.156
H (1.86, -0.38, -1.56)  0.054
H (2.22, 0.99, -3.23)  0.237
H (0.99, 1.53, -4.32)  0.199
C (-4.89, 2.34, -0.39)  -1.639
C (-3.71, 1.43, -0.06)  0.941
C (-3.98, -0.05, 0.02)  -0.903
O (-2.79, -0.67, 0.51)  -0.245
C (-2.87, -2.08, 0.39)  -0.745
N (-2.65, 1.66, -1.14)  -0.788
H (-5.47, 2.46, 0.54)  0.381
H (-5.53, 1.99, -1.21)  0.344
H (-4.57, 3.31, -0.75)  0.365
H (-3.26, 1.86, 0.85)  0.100
H (-4.15, -0.45, -0.99)  0.543
H (-4.83, -0.26, 0.68)  0.299
H (-1.92, -2.56, 0.59)  0.104
H (-3.12, -2.38, -0.64)  0.342
H (-3.67, -2.44, 1.05)  0.334
H (-1.89, 1.03, -0.87)  0.082
H (-2.29, 2.59, -0.91)  0.326

---

No. 2
Entry from the OMol25 dataset: C29H25BrIN2O4PSn as an isolated structure (ωB97M-V/def2-TZVPD).

Net charge   +2

Each line ends with the Mulliken charge.
Geometry (Å):
Sn (-0.15, -0.31, -0.06)  1.802
Br (-4.19, 5.99, -0.52)  -0.133
C (-3.41, 4.32, -0.12)  -0.447
C (-4.22, 3.18, -0.05)  -0.605
C (-3.67, 1.95, 0.23)  -0.418
C (-2.29, 1.81, 0.44)  -0.025
O (-1.79, 0.63, 0.79)  -0.416
C (-1.48, 2.95, 0.32)  0.227
C (-0.07, 2.89, 0.46)  0.342
N (0.67, 1.82, 0.44)  0.470
C (2.07, 1.91, 0.60)  0.421
C (2.82, 3.06, 0.54)  -0.878
C (4.20, 3.05, 0.83)  -1.078
C (4.83, 1.89, 1.17)  -0.884
C (4.11, 0.68, 1.16)  0.855
C (4.70, -0.57, 1.45)  -0.685
C (3.94, -1.71, 1.41)  -1.197
C (2.60, -1.62, 1.04)  -0.074
N (2.02, -0.46, 0.78)  0.428
C (2.73, 0.70, 0.86)  0.131
C (-2.07, 4.21, 0.08)  -0.907
H (-5.29, 3.27, -0.21)  0.474
H (-4.29, 1.07, 0.30)  0.466
H (0.42, 3.86, 0.59)  0.310
H (2.37, 4.01, 0.28)  0.446
H (4.75, 3.98, 0.80)  0.443
H (5.88, 1.88, 1.43)  0.466
H (5.76, -0.61, 1.68)  0.482
H (4.37, -2.68, 1.64)  0.497
H (1.99, -2.50, 0.94)  0.569
H (-1.44, 5.09, 0.03)  0.526
I (1.42, 0.33, -2.76)  0.118
C (0.07, -0.95, -3.73)  0.377
C (0.31, -1.22, -5.04)  -0.618
C (-0.59, -2.04, -5.76)  -0.773
C (-1.72, -2.49, -5.16)  -0.924
C (-2.00, -2.20, -3.80)  0.869
C (-3.21, -2.62, -3.21)  -0.807
C (-3.48, -2.39, -1.89)  -1.090
C (-2.52, -1.74, -1.09)  -0.639
C (-1.37, -1.30, -1.67)  0.633
C (-1.05, -1.45, -3.03)  0.089
H (1.17, -0.81, -5.55)  0.455
H (-0.36, -2.28, -6.79)  0.417
H (-2.44, -3.08, -5.72)  0.434
H (-3.93, -3.13, -3.83)  0.424
H (-4.42, -2.70, -1.45)  0.475
H (-2.72, -1.59, -0.04)  0.399
C (-0.12, -4.35, 1.80)  -0.737
O (0.11, -3.07, 2.44)  -0.411
P (-0.73, -1.78, 2.14)  1.153
O (-0.50, -0.89, 3.42)  -0.403
C (0.77, -0.66, 4.07)  -0.517
O (-2.21, -2.27, 2.28)  -0.384
C (-3.36, -1.43, 2.56)  -0.608
H (-0.67, -4.98, 2.49)  0.288
H (0.85, -4.79, 1.59)  0.312
H (-0.69, -4.24, 0.88)  0.319
H (0.53, -0.22, 5.03)  0.316
H (1.38, 0.02, 3.49)  0.151
H (1.28, -1.61, 4.22)  0.312
H (-4.18, -1.79, 1.95)  0.276
H (-3.14, -0.39, 2.34)  0.151
H (-3.62, -1.53, 3.61)  0.336

---

No. 3
Entry from the OMol25 dataset: C2H4N6 as an isolated structure (ωB97M-V/def2-TZVPD).

Net charge   0

Each line ends with the Mulliken charge.
Geometry (Å):
C (0.08, 0.04, 0.09)  0.566
C (1.15, 1.01, -0.12)  -0.172
H (-1.61, -1.22, -0.66)  0.388
H (-2.81, -0.86, 0.92)  0.286
H (-1.35, 1.37, 0.04)  0.302
H (0.94, 2.13, -0.74)  0.229
N (-2.26, -0.34, -0.10)  -0.694
N (-1.16, 0.45, 0.34)  -0.052
N (2.40, 0.72, 0.09)  -0.168
N (2.67, -0.59, 0.24)  -0.276
N (1.58, -1.42, -0.03)  -0.369
N (0.38, -1.28, -0.08)  -0.040

---

No. 4
Entry from the OMol25 dataset: a 2-piece molecular cluster, C3H5OP overall (ωB97M-V/def2-TZVPD).

Net charge   0

Each line ends with the Mulliken charge.
Geometry (Å):
C (-1.74, -1.83, 0.01)  0.291
C (-1.28, -0.75, 0.16)  -0.471
C (1.39, 0.43, -0.43)  -0.824
O (-0.79, 1.95, -0.20)  -0.573
P (-0.34, 0.72, 0.40)  0.275
H (-2.02, -2.69, -0.55)  0.347
H (1.96, -0.54, -0.41)  0.326
H (1.10, 0.75, -1.55)  0.266
H (2.03, 1.31, 0.02)  0.259
H (-0.30, 0.64, 2.54)  0.103

---

No. 5
Entry from the OMol25 dataset: a single C4H7NO2 molecule (ωB97M-V/def2-TZVPD).

Structure (SMILES)   NC(=O)C[C@H]1CO1
Net charge   0

Each line ends with the Mulliken charge.
Geometry (Å):
N (1.54, 0.64, 1.61)  -0.394
C (0.65, 0.55, 0.61)  0.589
O (-0.08, 1.50, 0.38)  -0.614
C (0.54, -0.77, -0.17)  -0.642
C (-0.94, -0.82, -0.46)  0.142
C (-1.40, 0.31, -1.22)  -0.426
O (-1.49, -1.10, -1.72)  -0.484
H (1.53, 1.51, 2.13)  0.242
H (2.16, -0.10, 1.87)  0.192
H (0.93, -1.63, 0.39)  0.288
H (1.10, -0.70, -1.11)  0.283
H (-1.55, -1.15, 0.38)  0.318
H (-0.70, 0.88, -1.81)  0.246
H (-2.28, 0.87, -0.89)  0.260

---

No. 6
Entry from the OMol25 dataset: C4H12N4 as an isolated structure (ωB97M-V/def2-TZVPD).

Net charge   0

Each line ends with the Mulliken charge.
Geometry (Å):
C (-0.11, 0.71, -0.02)  -0.275
C (-0.15, -1.07, 2.24)  -0.981
C (-1.69, -1.69, 0.48)  -1.026
N (-0.72, -0.74, 0.96)  -0.056
N (0.88, -0.13, -0.46)  -0.292
C (1.32, 1.45, -1.38)  0.615
N (0.58, 1.73, -2.50)  -0.449
N (2.48, 1.90, -1.21)  -0.715
H (0.56, -0.80, -1.16)  0.236
H (-0.41, 1.87, -2.39)  0.202
H (1.02, 2.35, -3.16)  0.270
H (2.98, 1.48, -0.43)  0.276
H (-1.03, 0.88, -0.58)  0.167
H (0.15, 1.39, 0.78)  0.287
H (-2.05, -1.39, -0.51)  0.269
H (0.34, -2.06, 2.24)  0.289
H (0.60, -0.32, 2.51)  0.251
H (-0.91, -1.08, 3.03)  0.309
H (-1.27, -2.71, 0.39)  0.292
H (-2.55, -1.76, 1.16)  0.333

---

Listing energy above the lowest of the compared OMol25 structures with the same formula, charge and spin for the structures above in their given order: 31.4 47.6 554.8 308.3 189.3 518.3 kJ/mol.
Listing Kohn-Sham gap for the structures above in their given order: 9.343 6.761 9.007 9.382 10.611 7.558 eV.